{
  "formula": "C4H12N5",
  "method": "the ωB97M-V functional and the def2-TZVPD basis",
  "elements": ["N", "C", "N", "C", "N", "C", "N", "C", "N", "H", "H", "H", "H", "H", "H", "H", "H", "H", "H", "H", "H"],
  "coordinates": [[-0.1258, -1.5249, -1.9989], [0.0505, -0.9069, -0.7280], [-0.4891, -1.6009, 0.4447], [-0.0208, -1.2774, 1.7369], [0.3082, 0.1572, 1.8301], [0.0235, 1.0813, 0.8805], [0.0939, 2.4257, 0.9279], [-0.4099, 0.5552, -0.7296], [0.1361, 1.5217, -1.5523], [-0.9582, -1.8346, -2.5155], [0.7170, -2.0117, -2.2086], [1.1333, -0.7984, -0.5951], [-1.4706, -1.8767, 0.2925], [-0.7602, -1.7114, 2.4984], [0.9418, -1.8097, 2.0248], [0.9347, 0.5116, 2.6465], [-0.1969, 2.8971, 0.1359], [0.6648, 2.9125, 1.6562], [-1.4848, 0.6644, -0.7310], [1.1094, 1.3676, -1.5873], [-0.1970, 1.2585, -2.4281]],
  "forces_ev_per_a": [[0.37, 0.11, -0.35], [-0.14, 0.53, 0.09], [-0.80, -0.34, -1.31], [0.49, -1.83, 0.76], [1.04, 3.71, 0.86], [-1.07, -1.01, -1.79], [2.09, -2.81, 3.89], [-0.76, -0.11, 5.25], [0.17, 0.61, 0.23], [0.47, 0.42, 1.16], [-0.06, -0.68, -0.68], [0.10, -0.47, 0.05], [0.85, 0.33, 0.66], [0.78, 1.42, -0.85], [-0.81, 0.54, -0.63], [-1.74, -1.05, -1.63], [-0.30, 1.13, -2.06], [-1.13, -0.45, -0.90], [-0.53, -0.36, -0.12], [1.63, 0.16, -0.26], [-0.63, 0.16, -2.36]],
  "spin_multiplicity": 1,
  "smiles": "N[C@@H]1NCNC(=[NH2+])[C@H]1N",
  "homo_ev": -12.9,
  "charge": 1,
  "e_above_lowest_kcal_mol": 0.0
}

{
  "formula": "C6H15N4O",
  "method": "the ωB97M-V functional and the def2-TZVPD basis",
  "elements": ["C", "C", "C", "C", "C", "C", "N", "N", "N", "N", "O", "H", "H", "H", "H", "H", "H", "H", "H", "H", "H", "H", "H", "H", "H", "H"],
  "coordinates": [[0.9482, -1.9841, 0.2187], [1.9970, -1.2321, -0.0559], [0.7683, 0.8486, 0.1885], [1.2378, 1.6629, -0.9707], [-1.6706, 0.6451, 0.2272], [-2.7806, -0.1218, -0.4941], [-0.3710, 0.0457, -0.0389], [3.2888, -1.3764, -0.2969], [0.9810, 1.3653, 1.4417], [-0.2970, -1.2682, 0.5780], [-2.8876, -1.4242, 0.0697], [0.8191, -3.0554, 0.1857], [1.0919, 1.1145, -1.8944], [2.2903, 1.9098, -0.8598], [0.6837, 2.6017, -1.0286], [-1.6437, 1.6611, -0.1650], [-1.8960, 0.6923, 1.3035], [-2.5445, -0.1883, -1.5623], [-3.7199, 0.4218, -0.3675], [3.7155, -2.2933, -0.3066], [3.7861, -0.6505, -0.7849], [1.7643, 1.9886, 1.5450], [0.7787, 0.8211, 2.2628], [-1.1543, -1.7713, 0.2544], [-0.3964, -1.2069, 1.6093], [-3.6942, -1.8517, -0.2427]],
  "forces_ev_per_a": [[0.31, -0.42, -0.01], [-1.98, 2.88, 0.20], [2.05, -2.11, 0.34], [-0.14, 0.06, 0.04], [-0.63, -0.23, -0.01], [0.04, 0.54, -0.14], [-0.11, -0.58, -0.13], [0.35, -0.38, -0.10], [-0.27, 0.07, -0.58], [-0.12, 0.00, 0.18], [-0.10, -0.19, 0.09], [-0.08, -0.11, 0.09], [0.01, -0.07, 0.00], [0.08, 0.05, 0.02], [-0.06, 0.11, 0.02], [0.01, 0.01, 0.05], [0.02, 0.08, -0.07], [-0.02, 0.05, 0.11], [0.05, 0.01, 0.00], [0.08, 0.05, -0.03], [0.00, -0.06, 0.07], [0.03, 0.04, 0.05], [0.01, -0.06, 0.02], [0.34, 0.18, 0.12], [0.00, 0.08, -0.37], [0.13, -0.01, 0.03]],
  "spin_multiplicity": 1,
  "homo_ev": [-11.3, -11.3],
  "charge": 1,
  "e_above_lowest_kcal_mol": 73.6
}

{
  "formula": "C5H11O2",
  "method": "the ωB97M-V functional and the def2-TZVPD basis",
  "elements": ["C", "C", "C", "H", "H", "H", "H", "H", "H", "H", "H", "C", "C", "O", "O", "H", "H", "H"],
  "coordinates": [[-2.4452, 0.4733, 0.9128], [-0.9867, 0.8001, 0.6089], [-3.3957, 1.5492, 0.3562], [-2.7892, -0.4630, 0.4780], [-2.5937, 0.5104, 1.9940], [-0.8030, 1.8680, 0.4593], [-0.7620, 0.4637, -0.4152], [-3.3966, 1.7045, -0.7184], [-4.4032, 1.3845, 0.7391], [-0.2919, 0.2490, 1.2323], [-3.1422, 2.5258, 0.8002], [2.1573, 0.5129, -0.6325], [1.9223, -1.0068, -0.4865], [1.8456, -1.4781, 0.6654], [1.7959, -1.6082, -1.5840], [2.3695, 0.8050, -1.6577], [3.0171, 0.8791, -0.0718], [1.3058, 1.0895, -0.2765]],
  "forces_ev_per_a": [[-0.37, 1.40, -0.32], [-0.35, -0.70, -1.74], [0.05, 0.75, 1.07], [0.40, -0.37, 0.37], [-0.10, -0.50, 0.03], [0.04, 0.08, 0.99], [-0.06, -0.33, 0.21], [0.02, -0.36, -0.19], [-0.26, -0.24, -0.41], [0.27, 0.35, 0.21], [0.20, -0.14, -0.18], [0.47, 0.56, 0.06], [-0.16, -0.12, -0.80], [0.02, 0.18, 0.31], [0.03, -0.05, 0.24], [-0.25, -0.19, -0.27], [0.10, -0.24, 0.42], [-0.05, -0.07, 0.02]],
  "spin_multiplicity": 1,
  "homo_ev": -3.8,
  "charge": -1,
  "e_above_lowest_kcal_mol": 10.5
}

{
  "formula": "C2H7ClN3",
  "method": "the ωB97M-V functional and the def2-TZVPD basis",
  "elements": ["C", "C", "N", "N", "N", "Cl", "H", "H", "H", "H", "H", "H", "H"],
  "coordinates": [[-0.4579, 0.0518, -0.2567], [-0.1077, 1.0806, -1.1482], [-0.0224, 0.7484, 0.8087], [0.4481, 1.7715, -0.0710], [-1.1772, -1.1481, 0.0339], [2.9816, -1.6043, 0.7917], [2.0458, -0.9904, 0.0385], [-0.2517, 1.3922, -2.1111], [-0.7058, 0.9661, 1.5145], [1.2453, 2.2533, 0.0077], [-0.4920, -1.9100, -0.2377], [-2.1089, -1.3722, -0.4700], [-1.3972, -1.2388, 1.0998]],
  "forces_ev_per_a": [[-1.00, 1.95, -2.68], [0.04, -2.40, 2.94], [3.52, 0.59, 2.23], [-6.25, -1.97, -0.23], [-1.40, -2.64, -0.01], [-1.42, 0.79, -1.04], [1.38, -0.72, 0.99], [0.23, 0.31, -2.36], [0.00, 0.94, 0.31], [3.76, 1.86, 0.67], [-1.23, 0.33, 0.70], [1.69, 0.76, 0.68], [0.69, 0.19, -2.18]],
  "spin_multiplicity": 1,
  "homo_ev": -13.1,
  "charge": 1,
  "e_above_lowest_kcal_mol": 114.5
}

{
  "formula": "C38H41BClF3N5O12P",
  "method": "the ωB97M-V functional and the def2-TZVPD basis",
  "elements": ["C", "C", "C", "Cl", "P", "C", "C", "C", "C", "F", "C", "F", "F", "B", "O", "O", "H", "H", "H", "H", "H", "H", "H", "H", "H", "H", "H", "H", "H", "H", "H", "H", "O", "N", "O", "C", "C", "C", "C", "C", "C", "H", "H", "H", "H", "H", "O", "N", "O", "C", "C", "C", "C", "C", "C", "H", "H", "H", "H", "H", "O", "N", "O", "C", "C", "C", "C", "C", "C", "H", "H", "H", "H", "H", "O", "N", "O", "C", "C", "C", "C", "C", "C", "H", "H", "H", "H", "H", "O", "N", "O", "C", "C", "C", "C", "C", "C", "H", "H", "H", "H", "H"],
  "coordinates": [[-8.3680, -5.6182, 4.4983], [-8.5765, -5.5575, 2.9356], [-8.6605, -4.1010, 2.3735], [-10.3621, -3.6394, 1.8843], [-7.4003, -3.7458, 0.9398], [-8.0239, -5.2167, -0.0545], [-6.0327, -3.4856, -0.3985], [-4.9988, -4.6725, -0.4671], [-4.6592, -5.0875, -1.9272], [-5.2649, -4.5315, -3.0037], [-3.7442, -6.0520, -2.1902], [-3.4938, -7.0832, -1.3757], [-2.9924, -6.0475, -3.3031], [-5.9974, -3.7572, 2.2824], [-5.4169, -4.9061, 2.8232], [-5.5023, -2.5213, 2.8037], [-7.9079, -6.6157, 4.6983], [-9.3239, -5.6077, 5.0580], [-7.6448, -4.8612, 4.8562], [-9.4923, -6.1207, 2.6463], [-7.7307, -6.1455, 2.5076], [-8.3547, -3.4215, 3.2104], [-8.0065, -2.4783, 0.6576], [-9.1073, -5.4177, 0.0487], [-7.8246, -4.9892, -1.1265], [-7.4788, -6.1549, 0.1793], [-6.4913, -3.2592, -1.3921], [-5.4401, -2.5852, -0.1598], [-4.0417, -4.3862, 0.0258], [-5.3400, -5.5962, 0.0445], [-4.4840, -4.7207, 3.0057], [-5.1354, -1.9143, 2.1163], [-1.5315, -5.6443, 3.0243], [-0.6334, -6.4169, 3.2918], [-0.2333, -6.6479, 4.4136], [0.0066, -7.1162, 2.1761], [-0.4082, -6.8457, 0.8796], [0.2107, -7.4936, -0.1786], [1.2319, -8.4040, 0.0643], [1.6336, -8.6736, 1.3676], [1.0202, -8.0281, 2.4315], [-1.2016, -6.1389, 0.6798], [-0.1007, -7.2876, -1.1947], [1.7170, -8.9049, -0.7648], [2.4273, -9.3856, 1.5534], [1.3390, -8.2414, 3.4426], [-4.0929, 0.4175, 2.3086], [-3.7147, -0.1260, 1.2992], [-4.1966, -1.1665, 0.8551], [-2.6153, 0.4834, 0.5575], [-2.0221, 1.6388, 1.0479], [-0.9630, 2.2014, 0.3525], [-0.5092, 1.6131, -0.8222], [-1.1177, 0.4616, -1.3091], [-2.1758, -0.1097, -0.6186], [-2.3694, 2.1024, 1.9612], [-0.4872, 3.0987, 0.7274], [0.3224, 2.0536, -1.3585], [-0.7636, 0.0080, -2.2256], [-2.6424, -1.0073, -1.0021], [3.1050, 4.2021, -0.2091], [2.0978, 4.5735, -0.7726], [1.4596, 3.8945, -1.5590], [1.6165, 5.9276, -0.4941], [2.3369, 6.7419, 0.3675], [1.8906, 8.0321, 0.6106], [0.7331, 8.4952, -0.0013], [0.0132, 7.6675, -0.8548], [0.4543, 6.3768, -1.1056], [3.2396, 6.3887, 0.8473], [2.4478, 8.6794, 1.2752], [0.3910, 9.5057, 0.1863], [-0.8899, 8.0309, -1.3279], [-0.1090, 5.7395, -1.7736], [5.3456, 10.4205, 0.0883], [5.3722, 9.2827, -0.3401], [4.5034, 8.7882, -1.0309], [6.5247, 8.4478, 0.0040], [7.5209, 8.9639, 0.8213], [8.5985, 8.1604, 1.1631], [8.6740, 6.8568, 0.6854], [7.6755, 6.3538, -0.1402], [6.5937, 7.1507, -0.4843], [7.4684, 9.9767, 1.1964], [9.3789, 8.5488, 1.8050], [9.5142, 6.2296, 0.9590], [7.7384, 5.3403, -0.5117], [5.8195, 6.7502, -1.1247], [6.2275, 4.4637, -2.3966], [7.1043, 3.6585, -2.1562], [7.4298, 3.3120, -1.0352], [7.8211, 3.0707, -3.2888], [7.5012, 3.4712, -4.5782], [8.1986, 2.9291, -5.6476], [9.2011, 1.9936, -5.4222], [9.5061, 1.5925, -4.1272], [8.8151, 2.1320, -3.0524], [6.7223, 4.1987, -4.7610], [7.9628, 3.2381, -6.6577], [9.7476, 1.5761, -6.2592], [10.2855, 0.8615, -3.9558], [9.0597, 1.8175, -2.0471]],
  "forces_ev_per_a": [[0.02, -1.07, -0.68], [-0.13, -0.08, 0.53], [0.08, -0.15, 0.73], [0.48, -0.11, 0.28], [-0.35, -1.15, -0.45], [-0.11, -0.22, -0.75], [0.82, 0.43, -0.55], [-0.49, -0.13, -1.11], [0.78, -1.58, 0.89], [0.67, 0.73, 0.53], [-0.90, 1.23, -0.25], [0.68, 0.92, -0.24], [-0.72, -0.87, 0.43], [1.64, 0.95, 1.83], [-0.56, 0.59, -1.16], [-0.20, -1.56, -1.36], [-0.29, 0.69, 0.09], [0.55, 0.41, -0.29], [-0.55, -0.26, -0.18], [0.56, 0.42, 0.24], [-0.42, 0.75, 0.00], [-0.56, -0.20, -0.65], [0.20, -0.37, 0.12], [0.59, 0.26, 0.24], [-0.17, -0.23, 0.73], [-0.28, 0.66, 0.02], [0.29, -0.39, 0.66], [-0.43, -0.30, -0.09], [-0.65, -0.14, -0.35], [0.00, 0.57, -0.08], [-0.18, 0.04, 0.53], [-0.62, -0.22, 0.48], [-0.14, 0.13, -0.02], [-0.06, 0.00, 0.16], [0.03, -0.02, -0.02], [0.29, -0.28, -0.51], [-0.10, 0.09, -0.12], [0.12, -0.09, 0.10], [0.01, 0.00, 0.04], [-0.13, 0.11, -0.13], [0.12, -0.09, 0.12], [0.02, -0.01, 0.20], [-0.03, 0.01, 0.05], [-0.03, 0.01, 0.03], [-0.04, 0.03, 0.03], [-0.14, 0.14, 0.02], [-0.08, -0.10, -0.01], [0.09, 0.18, 0.01], [0.27, 0.35, 0.02], [0.43, 0.15, -0.37], [-0.01, 0.15, 0.18], [-0.04, -0.16, -0.14], [0.04, -0.07, -0.10], [-0.05, 0.14, 0.21], [-0.02, -0.18, -0.15], [-0.10, -0.16, -0.02], [-0.04, -0.03, 0.01], [-0.10, -0.05, 0.08], [-0.04, -0.01, 0.04], [-0.08, 0.05, 0.16], [-0.04, -0.01, 0.00], [0.17, -0.10, 0.02], [0.02, 0.10, -0.03], [-0.20, 0.56, 0.09], [0.15, 0.01, 0.13], [-0.17, -0.06, -0.08], [0.00, -0.02, 0.01], [0.16, 0.00, 0.11], [-0.16, -0.03, -0.14], [-0.04, -0.13, -0.13], [0.01, -0.04, -0.04], [0.02, -0.04, -0.01], [0.03, -0.05, 0.00], [0.15, -0.09, 0.05], [0.00, -0.01, 0.03], [-0.09, 0.11, -0.06], [-0.02, 0.01, -0.03], [0.49, -0.38, 0.17], [0.07, 0.16, 0.12], [-0.08, -0.14, -0.10], [-0.04, 0.06, -0.02], [0.15, 0.18, 0.07], [-0.15, -0.08, -0.10], [-0.16, -0.03, -0.10], [-0.05, 0.02, -0.02], [-0.03, 0.02, -0.02], [-0.06, 0.18, 0.17], [-0.02, 0.12, 0.05], [0.04, 0.04, 0.00], [-0.18, -0.11, 0.06], [0.02, -0.11, -0.12], [0.30, -0.24, -0.47], [-0.11, 0.12, -0.11], [0.10, -0.10, 0.13], [0.00, 0.00, 0.01], [-0.11, 0.12, -0.11], [0.12, -0.10, 0.14], [0.01, -0.02, 0.19], [-0.02, 0.01, 0.05], [-0.03, 0.01, 0.03], [-0.04, 0.03, 0.03], [-0.14, 0.13, 0.01]],
  "spin_multiplicity": 1,
  "smiles": "CC[C@H](Cl)[PH](C)(CCC(F)=C(F)F)B(O)O.O=[N+]([O-])c1ccccc1.O=[N+]([O-])c1ccccc1.O=[N+]([O-])c1ccccc1.O=[N+]([O-])c1ccccc1.O=[N+]([O-])c1ccccc1",
  "homo_ev": -7.5,
  "charge": 0
}

{
  "formula": "C3H6O3Zn",
  "method": "the ωB97M-V functional and the def2-TZVPD basis",
  "elements": ["C", "O", "C", "C", "O", "H", "H", "H", "H", "H", "Zn", "O", "H"],
  "coordinates": [[1.6930, -0.9339, 0.0501], [0.5203, -0.1724, 0.2617], [-0.7234, -0.8361, 0.0429], [-1.7588, 0.2745, 0.2936], [-2.9484, 0.0125, 0.2171], [2.5442, -0.2762, 0.2561], [1.7093, -1.7976, 0.7308], [1.7390, -1.2777, -0.9935], [-0.8380, -1.6746, 0.7508], [-0.7809, -1.2082, -0.9943], [-0.1008, 1.6335, 0.7658], [-0.2411, 2.7487, -0.6383], [-0.8144, 3.5077, -0.7428]],
  "forces_ev_per_a": [[0.32, -0.22, -0.08], [0.59, -0.77, -0.07], [-0.15, -0.59, -0.77], [-1.22, -0.99, 1.55], [1.73, 0.82, -0.13], [-0.17, -0.21, -0.05], [0.04, 0.19, -0.19], [0.00, 0.07, 0.29], [-0.04, 0.31, -0.13], [0.10, 0.12, 0.28], [-2.04, 0.51, -0.33], [0.82, 0.74, -0.65], [0.01, 0.02, 0.28]],
  "spin_multiplicity": 1,
  "homo_ev": -7.5,
  "charge": 0,
  "e_above_lowest_kcal_mol": 6.6
}